Below is a 2-piece molecular cluster, C5H12O2 overall in a non-equilibrium geometry, with properties calculated with the ωB97M-V functional and the def2-TZVPD basis.

Atoms and positions in Å:
C: 1.286622 -1.329280 -0.400842
C: 0.770638 -0.525566 -1.398050
C: 0.795840 0.985626 -1.219645
C: -0.310549 1.578106 -2.014804
C: -1.706701 1.358067 -1.413213
O: -1.505632 1.719060 -0.012930
H: 1.370332 -2.475254 -0.479587
H: 1.658269 -0.743592 0.558523
H: 0.540671 -0.899785 -2.379194
H: 1.872029 1.349799 -1.499163
H: 0.462916 1.042900 -0.140966
H: -0.259499 2.727628 -2.167544
H: -0.339570 1.134108 -3.062283
H: -1.753149 0.332830 -1.290761
H: -2.554514 1.977583 -1.857379
H: -2.275092 2.048137 0.405274
O: 0.960781 -3.693784 6.052306
H: 0.940052 -3.001235 6.762214
H: 0.046554 -3.585344 5.558053

Cartesian forces, eV/Å:
C -0.455 1.106 -0.411
C 2.284 -1.332 2.225
C 0.739 -1.230 1.047
C -1.451 2.854 -2.901
C 1.218 2.188 1.538
O 0.733 0.332 -0.402
H -0.067 2.113 0.214
H -0.842 -1.714 -1.896
H -0.349 -0.420 -0.231
H -2.141 -0.260 0.756
H 1.344 0.865 -0.994
H 0.458 -1.768 0.282
H 0.140 0.573 1.000
H -1.494 -2.380 -0.812
H 1.180 -1.317 0.246
H -1.297 0.388 0.342
O -2.769 1.181 -0.595
H -0.081 -0.929 -1.028
H 2.851 -0.252 1.621

Computed properties:
HOMO   -9.3 eV
Energy relative to the best compared isomer or geometry (same formula, charge and spin)   3.138 eV
2S+1   1
Frontier orbital gap   10.13 eV
Total charge   0



Below is a 3-piece molecular cluster, C5H12O2 overall in a non-equilibrium geometry, with properties calculated with the ωB97M-V functional and the def2-TZVPD basis.

Atoms and positions in Å:
C: 0.303405 -0.406211 -2.320971
C: -0.496943 -0.025016 -1.330142
C: -0.758536 1.303436 -0.656017
C: -0.235407 1.705644 0.485251
C: -0.718768 2.865941 1.284923
H: 0.444122 -1.447044 -2.561463
H: 0.578519 0.328258 -3.072686
H: -0.864010 -0.782887 -0.632688
H: -1.466130 1.894571 -1.232965
H: 0.608441 1.157681 0.903629
H: 0.154494 3.452767 1.572756
H: -1.169943 2.502272 2.211146
H: -1.472052 3.434015 0.741002
O: 1.943198 -2.122915 0.125814
H: 1.787757 -2.853344 0.732127
H: 2.682274 -2.440842 -0.403144
O: -0.700562 -2.772461 1.708096
H: 0.049183 -2.276502 1.374514
H: -0.669041 -3.517363 1.070820

Cartesian forces, eV/Å:
C -1.290 0.963 -0.617
C 1.010 -0.300 2.164
C -0.177 -0.478 -2.198
C 0.126 -0.227 0.131
C 0.349 -0.147 -0.010
H 0.045 -0.136 0.051
H 0.600 -0.051 0.168
H 0.031 -0.353 -0.438
H -0.318 0.325 0.564
H -0.284 -0.248 0.092
H -0.259 0.439 0.005
H -0.021 0.016 0.009
H 0.165 0.214 0.049
O 0.001 -0.246 0.083
H 0.144 -0.098 0.137
H 0.012 0.183 -0.123
O 0.319 -1.008 -0.859
H 0.050 0.769 0.138
H -0.504 0.382 0.653

Computed properties:
HOMO   -9.0 eV
Energy relative to the best compared isomer or geometry (same formula, charge and spin)   2.473 eV
2S+1   1
Frontier orbital gap   9.46 eV
Total charge   0



Below is one molecule with the formula C5H12O2 in a non-equilibrium geometry, with properties calculated with the ωB97M-V functional and the def2-TZVPD basis.

Atoms and positions in Å:
C: -1.380210 0.414287 0.395219
C: -0.898289 0.607399 1.828730
O: 0.442701 1.066639 1.886539
C: 1.320634 0.214464 1.199126
C: 1.139799 0.090435 -0.356562
O: 0.344946 -1.114262 -0.930755
C: -0.035037 -1.032611 -2.313800
H: -0.820021 -0.376435 -0.184790
H: -1.399523 1.388813 -0.117976
H: -2.371235 -0.022472 0.382961
H: -0.983406 -0.339644 2.385027
H: -1.479917 1.364166 2.369785
H: 2.311905 0.660105 1.390276
H: 1.326136 -0.787781 1.646688
H: 0.808232 1.090647 -0.702653
H: 2.098255 -0.153982 -0.774545
H: 0.854861 -1.111356 -2.944733
H: -0.569933 -0.098828 -2.544638
H: -0.709897 -1.859584 -2.613897

Cartesian forces, eV/Å:
C -0.489 -0.210 -0.055
C -0.324 -0.169 -0.037
O -0.068 -0.094 -0.505
C 0.111 -0.528 -0.515
C 0.129 -0.782 -0.680
O 1.122 0.788 0.372
C 0.364 0.293 0.095
H -1.069 1.395 1.200
H -0.072 -0.371 0.004
H -0.633 0.319 0.311
H 0.039 0.061 -0.040
H 0.067 -0.182 -0.177
H -0.275 -0.263 -0.415
H -0.078 -0.071 -0.028
H -0.134 -0.862 -0.275
H 0.716 0.318 -0.109
H -0.019 0.169 -0.071
H 0.192 -0.060 0.162
H 0.423 0.250 0.760

Computed properties:
HOMO   -9.5 eV
Energy relative to the best compared isomer or geometry (same formula, charge and spin)   3.037 eV
2S+1   1
Frontier orbital gap   10.56 eV
Total charge   0



Below is one molecule with the formula C5H12O2, with properties calculated with the ωB97M-V functional and the def2-TZVPD basis.

Atoms and positions in Å:
C: 0.569594 2.349399 1.147257
C: -0.018113 0.940976 1.166519
C: -0.210214 0.348035 -0.236696
O: 0.895334 0.602730 -1.084117
C: -0.435933 -1.169510 -0.170100
C: -0.814376 -1.761102 -1.519771
O: 0.814521 -1.694118 0.280565
H: 1.498290 2.361925 0.571242
H: -0.117168 3.066260 0.683131
H: 0.786453 2.696759 2.162816
H: 0.636686 0.272486 1.738988
H: -0.990502 0.942515 1.677489
H: -1.076134 0.818292 -0.721481
H: 1.581269 -0.014866 -0.784241
H: -1.218850 -1.388445 0.573783
H: -0.083111 -1.456815 -2.274243
H: -0.845696 -2.857384 -1.474342
H: -1.804745 -1.416416 -1.834988
H: 0.832695 -2.640723 0.098189

Cartesian forces, eV/Å:
C -0.016 0.042 -0.007
C 0.021 -0.042 0.032
C -0.235 -0.002 0.090
O 0.201 -0.132 0.087
C -0.238 0.129 -0.072
C -0.016 0.005 -0.042
O 0.033 -0.322 0.028
H -0.117 0.041 0.105
H 0.078 -0.096 0.041
H -0.060 -0.045 -0.144
H -0.049 0.105 -0.084
H 0.124 -0.043 -0.072
H 0.113 -0.065 0.067
H -0.022 0.146 -0.143
H 0.126 0.061 -0.094
H -0.104 -0.063 0.085
H 0.001 0.159 0.014
H 0.127 -0.019 0.066
H 0.033 0.140 0.042

Computed properties:
HOMO   -10.1 eV
Energy relative to the best compared isomer or geometry (same formula, charge and spin)   0.563 eV
2S+1   1
Frontier orbital gap   10.86 eV
Total charge   0



Below is a 2-piece molecular cluster, C5H12O2 overall, with properties calculated with the ωB97M-V functional and the def2-TZVPD basis.

Atoms and positions in Å:
C: 2.384208 0.078137 1.553561
C: 1.411770 0.913468 0.736527
C: 0.224826 0.133183 0.212477
O: 0.009237 -1.007659 0.585939
C: -0.686485 0.836174 -0.774482
C: -1.111757 -0.068571 -1.930956
H: 1.872330 -0.418794 2.381227
H: 2.834224 -0.701364 0.931741
H: 3.187266 0.700963 1.959485
H: 1.002502 1.744442 1.331107
H: 1.910685 1.389247 -0.117574
H: -0.191966 1.743630 -1.140881
H: -1.578250 1.154844 -0.217739
H: -0.244734 -0.509536 -2.434599
H: -1.750859 -0.868904 -1.552824
H: -1.680367 0.503324 -2.670344
O: -2.788575 -1.580144 0.444463
H: -1.819293 -1.561076 0.540178
H: -2.984759 -2.481365 0.162698

Cartesian forces, eV/Å:
C 0.045 -0.063 0.052
C 0.019 0.032 -0.017
C -0.010 -0.257 0.127
O 0.057 0.427 -0.175
C 0.033 0.103 -0.033
C -0.064 -0.064 -0.043
H 0.070 0.073 -0.098
H -0.055 0.086 0.102
H -0.127 -0.083 -0.065
H 0.020 -0.092 -0.106
H -0.077 -0.056 0.087
H -0.083 -0.132 0.089
H 0.121 -0.027 -0.036
H -0.107 0.075 0.077
H 0.132 0.109 -0.163
H 0.075 -0.071 0.112
O 0.071 -0.241 -0.003
H -0.092 0.036 0.006
H -0.028 0.144 0.086

Computed properties:
HOMO   -9.9 eV
Energy relative to the best compared isomer or geometry (same formula, charge and spin)   0.288 eV
2S+1   1
Frontier orbital gap   10.80 eV
Total charge   0



Below is one molecule with the formula C5H12O2, with properties calculated with the ωB97M-V functional and the def2-TZVPD basis.

Atoms and positions in Å:
C: -1.238741 2.176336 1.057060
C: -0.410400 0.898924 1.148665
C: -0.281510 0.195166 -0.203042
O: 0.366963 1.014380 -1.158927
C: 0.457536 -1.141525 -0.096362
C: 0.442051 -1.928377 -1.418682
O: 1.784281 -0.789382 0.298485
H: -0.814188 2.851655 0.308034
H: -2.271659 1.954645 0.761173
H: -1.272786 2.698920 2.018737
H: 0.599143 1.118177 1.518849
H: -0.863395 0.204248 1.869767
H: -1.284351 0.000307 -0.606535
H: 1.304171 0.998100 -0.910736
H: -0.016436 -1.735460 0.701085
H: 1.458281 -2.009229 -1.820729
H: 0.045025 -2.940882 -1.286787
H: -0.156113 -1.417793 -2.179855
H: 2.328898 -1.584542 0.269219

Cartesian forces, eV/Å:
C -0.034 0.049 -0.020
C 0.041 -0.052 0.027
C -0.212 -0.166 0.145
O 0.247 0.051 0.036
C -0.299 -0.029 -0.075
C 0.011 -0.018 -0.046
O 0.191 -0.249 0.070
H -0.070 -0.072 0.126
H 0.152 0.026 0.033
H 0.016 -0.068 -0.147
H -0.142 -0.013 -0.048
H 0.057 0.078 -0.120
H 0.105 0.004 0.067
H -0.127 0.068 -0.132
H 0.090 0.111 -0.116
H -0.156 0.003 0.057
H 0.078 0.178 -0.008
H 0.079 -0.068 0.136
H -0.027 0.168 0.013

Computed properties:
HOMO   -10.1 eV
Energy relative to the best compared isomer or geometry (same formula, charge and spin)   0.650 eV
2S+1   1
Frontier orbital gap   10.87 eV
Total charge   0



Below is a 3-piece molecular cluster, C5H12O2 overall in a non-equilibrium geometry, with properties calculated with the ωB97M-V functional and the def2-TZVPD basis.

Atoms and positions in Å:
C: -1.571502 1.671450 1.369756
C: -1.078893 1.263731 0.184316
C: -1.434325 0.044689 -0.559713
C: -2.518942 -0.666615 -0.277361
C: -0.440394 -0.467208 -1.585041
H: -2.588115 1.559257 1.733428
H: -0.975612 2.258225 2.049930
H: -0.547321 2.014671 -0.405668
H: -2.845389 -1.521362 -0.855540
H: -3.243085 -0.420953 0.496779
H: -0.193227 0.238557 -2.375731
H: 0.415472 -0.793734 -0.990090
H: -0.897931 -1.349515 -2.035775
O: 1.937877 -0.486688 1.139860
H: 1.382955 0.288737 1.013215
H: 2.435825 -0.192723 1.914719
O: 4.196473 -0.887092 -0.564333
H: 4.665596 -1.558502 -0.054448
H: 3.300536 -0.994924 -0.198302

Cartesian forces, eV/Å:
C -0.052 0.291 -0.020
C -0.667 0.478 -0.142
C -0.735 0.109 -0.419
C -0.952 -0.157 0.071
C -0.813 -0.233 0.620
H 0.230 -1.457 0.268
H -0.015 1.149 -0.508
H 1.445 -0.585 0.641
H 0.430 -0.163 -0.103
H 0.324 0.304 0.036
H 0.242 0.125 0.201
H 0.364 0.110 -0.531
H 0.265 0.009 -0.119
O 0.023 0.378 0.546
H -0.448 0.010 -0.431
H 0.232 -0.416 -0.069
O -0.263 -0.512 0.397
H 0.295 0.102 -0.243
H 0.094 0.459 -0.193

Computed properties:
HOMO   -8.6 eV
Energy relative to the best compared isomer or geometry (same formula, charge and spin)   2.819 eV
2S+1   1
Frontier orbital gap   8.91 eV
Total charge   0



Below is a 3-piece molecular cluster, C5H12O2 overall, with properties calculated with the ωB97M-V functional and the def2-TZVPD basis.

Atoms and positions in Å:
C: 0.590623 0.245852 2.263739
C: -0.237158 0.129184 1.012846
C: 0.278637 0.778640 -0.232194
O: 1.608011 0.361000 -0.425878
C: -0.639468 0.603118 -1.429365
C: -0.717740 -0.902005 -1.732522
O: -1.070126 -1.468096 -0.525712
H: 0.045874 -0.113277 3.139521
H: 1.544570 -0.270672 2.179840
H: 0.807635 1.315606 2.419816
H: -1.305778 0.269016 1.156734
H: 0.313693 -1.810291 1.119701
H: 0.254111 1.858400 0.043180
H: 1.903168 0.670010 -1.291178
H: -0.326062 1.226475 -2.279009
H: -1.640439 0.939565 -1.127407
H: 0.263802 -1.233817 -2.119975
H: -1.453357 -1.078252 -2.539879
H: -0.124649 -1.891503 0.342713

Cartesian forces, eV/Å:
C 0.022 -0.079 0.023
C 0.242 0.022 0.127
C -0.248 -0.098 0.149
O 0.180 0.143 -0.258
C -0.008 0.048 -0.013
C 0.044 0.129 -0.172
O 0.124 -0.275 0.158
H 0.095 -0.049 -0.183
H -0.084 0.121 -0.021
H -0.124 -0.113 -0.067
H 0.134 -0.273 -0.094
H 0.040 0.294 0.042
H -0.055 -0.168 0.097
H -0.018 -0.045 0.112
H 0.057 -0.157 0.105
H 0.160 0.037 -0.075
H -0.139 -0.077 0.185
H 0.105 -0.015 0.211
H -0.529 0.553 -0.324

Computed properties:
HOMO (alpha / beta)   -8.2 / -8.2 eV
Energy relative to the best compared isomer or geometry (same formula, charge and spin)   5.833 eV
2S+1   1
Frontier orbital gap (alpha / beta)   7.55 / 7.55 eV
Total charge   0



Below is one molecule with the formula C5H12O2, with properties calculated with the ωB97M-V functional and the def2-TZVPD basis.

Atoms and positions in Å:
C: -2.048476 -1.573837 -0.693896
C: -0.956698 -1.133477 0.275045
C: -0.079944 -0.047996 -0.349462
O: -0.861406 1.018747 -0.846331
C: 0.984299 0.495785 0.627020
C: 2.196563 1.050186 -0.108489
O: 0.308941 1.480407 1.406000
H: -2.673853 -0.719262 -0.965350
H: -1.605842 -1.959999 -1.620413
H: -2.684560 -2.355945 -0.268498
H: -1.394764 -0.745728 1.205605
H: -0.322050 -1.985070 0.557140
H: 0.428083 -0.470061 -1.226930
H: -1.146993 1.504537 -0.056521
H: 1.313317 -0.318325 1.291722
H: 1.887819 1.758535 -0.883580
H: 2.896264 1.547318 0.575856
H: 2.743365 0.229017 -0.586291
H: 0.954690 2.096935 1.768242

Cartesian forces, eV/Å:
C -0.053 -0.036 -0.046
C 0.011 0.016 0.063
C 0.147 -0.242 -0.010
O -0.077 0.133 0.126
C 0.112 -0.238 -0.153
C -0.013 0.056 -0.027
O 0.170 0.138 0.229
H 0.044 -0.166 0.036
H -0.071 0.021 0.132
H 0.096 0.102 -0.034
H 0.033 -0.034 -0.126
H -0.071 0.135 -0.048
H -0.016 0.018 0.139
H 0.095 0.092 -0.245
H -0.086 0.073 -0.110
H 0.021 -0.047 0.120
H -0.143 -0.053 -0.068
H -0.106 0.131 0.058
H -0.093 -0.100 -0.035

Computed properties:
HOMO   -10.0 eV
Energy relative to the best compared isomer or geometry (same formula, charge and spin)   0.601 eV
2S+1   1
Frontier orbital gap   10.84 eV
Total charge   0



Below is one molecule with the formula C5H12O2, with properties calculated with the ωB97M-V functional and the def2-TZVPD basis.

Atoms and positions in Å:
C: 2.618233 -0.744737 0.433997
C: 1.633376 0.133642 -0.333461
C: 0.201772 -0.087158 0.150563
O: 0.067877 0.592949 1.383980
C: -0.850518 0.350522 -0.869897
C: -2.268890 0.038947 -0.418647
O: -2.584470 0.885051 0.686444
H: 3.653579 -0.575445 0.120644
H: 2.544233 -0.542321 1.507189
H: 2.389655 -1.806330 0.277097
H: 1.698862 -0.059357 -1.412392
H: 1.869223 1.193578 -0.178870
H: 0.060090 -1.175201 0.307351
H: -0.876217 0.781584 1.507575
H: -0.670091 -0.179584 -1.813723
H: -0.758616 1.425457 -1.069892
H: -2.331767 -1.019478 -0.119576
H: -2.983484 0.202182 -1.237521
H: -3.412850 0.585697 1.079145

Cartesian forces, eV/Å:
C 0.049 -0.022 0.043
C -0.027 0.011 -0.034
C 0.080 -0.188 -0.364
O -0.204 0.061 0.143
C -0.008 0.041 -0.004
C 0.086 -0.207 -0.295
O -0.282 -0.031 0.169
H -0.151 0.008 0.046
H 0.039 -0.026 -0.139
H 0.051 0.158 0.017
H -0.011 -0.060 0.165
H -0.037 -0.128 -0.062
H 0.011 0.150 0.025
H 0.189 -0.016 0.074
H -0.007 0.068 0.135
H -0.011 -0.098 0.034
H -0.003 0.167 -0.039
H 0.116 0.017 0.122
H 0.119 0.096 -0.034

Computed properties:
HOMO   -9.8 eV
Energy relative to the best compared isomer or geometry (same formula, charge and spin)   0.677 eV
2S+1   1
Frontier orbital gap   10.56 eV
Total charge   0



no.,DFT total energy (Eh)
1,-348.0895
2,-348.1139
3,-348.0932
4,-348.1841
5,-348.1942
6,-348.1809
7,-348.1012
8,-347.9905
9,-348.1827
10,-348.1799